{"formula": "H24Na2O16S", "method": "ωB97M-V with the def2-TZVPD basis set", "symbols": ["Na", "Na", "S", "O", "O", "O", "O", "O", "H", "H", "O", "H", "H", "O", "H", "H", "O", "H", "H", "O", "H", "H", "O", "H", "H", "O", "H", "H", "O", "H", "H", "O", "H", "H", "O", "H", "H", "O", "H", "H", "O", "H", "H"], "xyz": [[-5.774670, -11.041640, 4.497320], [-5.840340, -13.655310, 7.685620], [-8.201500, -10.904060, 7.048800], [-7.616450, -11.866630, 7.947580], [-8.875650, -11.606860, 5.968660], [-9.167510, -10.056270, 7.740750], [-7.142000, -10.015710, 6.540970], [-10.549120, -8.931050, 5.734190], [-11.192620, -9.596740, 5.491310], [-9.992770, -9.360790, 6.383830], [-6.640920, -7.751770, 5.406150], [-6.158870, -8.051610, 4.635470], [-6.783050, -8.544360, 5.923690], [-5.270040, -11.520090, 8.944320], [-4.899330, -10.642800, 8.848530], [-6.136070, -11.460020, 8.541060], [-11.324110, -10.179200, 9.349010], [-11.464900, -11.111420, 9.183530], [-10.484130, -9.985760, 8.932780], [-8.021470, -9.852080, 10.826730], [-8.567170, -10.618330, 10.649800], [-7.585840, -9.670260, 9.994030], [-8.244490, -11.595670, 3.542470], [-8.199330, -10.654660, 3.373100], [-8.609170, -11.663470, 4.424870], [-11.468240, -11.853890, 4.470410], [-10.546200, -12.000130, 4.681810], [-11.450620, -11.325730, 3.672310], [-7.961820, -14.274390, 6.272050], [-8.460520, -14.973210, 6.695350], [-8.482350, -13.484780, 6.419700], [-11.282880, -12.890490, 7.117050], [-11.874950, -12.277470, 6.681280], [-10.426720, -12.463970, 7.080970], [-8.837320, -12.393600, 10.170680], [-9.775240, -12.567570, 10.091500], [-8.545430, -12.238030, 9.272440], [-6.106090, -8.593170, 8.611300], [-6.752350, -7.893230, 8.518140], [-6.332700, -9.221810, 7.925960], [-8.837720, -7.573630, 8.248640], [-9.197810, -8.445390, 8.085540], [-8.775480, -7.173560, 7.381290]], "atomic_forces_ev_per_a": [[-0.90, 0.18, 0.29], [-0.63, 0.39, 0.39], [-1.48, 3.01, 0.14], [1.25, -2.05, 0.72], [-0.41, -1.22, -0.57], [0.25, -1.29, 0.03], [1.34, -1.19, -1.31], [-0.15, 0.54, -0.82], [-0.24, -0.21, -0.02], [-0.07, -0.10, 0.38], [0.32, 0.72, -0.58], [0.11, 0.31, -0.28], [-0.41, -0.26, 0.42], [1.15, -0.98, -0.39], [0.21, 0.43, 0.31], [-0.93, 0.40, 0.23], [-0.62, 0.06, 0.47], [-0.12, -0.21, -0.17], [0.18, -0.03, -0.02], [0.17, 0.47, 0.34], [-0.19, -0.41, 0.11], [0.27, 0.36, -0.17], [1.55, -0.06, -1.49], [-0.53, 0.41, -0.18], [-0.20, 0.09, 1.05], [-0.38, 0.07, 0.02], [0.16, -0.08, 0.18], [-0.05, 0.13, -0.27], [1.04, -0.50, 0.21], [-0.25, -0.32, 0.00], [-0.36, 0.70, -0.16], [0.03, -0.57, 0.63], [-0.18, 0.19, -0.30], [0.08, 0.33, -0.15], [-0.37, -0.62, 0.66], [-0.35, -0.07, 0.17], [0.24, 0.11, -0.29], [1.02, -0.37, 0.55], [-0.66, 0.32, 0.07], [-0.27, 0.15, -0.29], [0.50, 1.04, 0.29], [0.04, -0.12, 0.09], [-0.16, 0.23, -0.30]], "homo_energy_ha": -0.342, "max_force_ev_per_a": 3.4}